[1]
{"formula": "C26H67BrN6O4", "method": "wB97M-V/def2-TZVPD", "charge": 4, "orbital_gap_ev": 9.3, "multiplicity": 1, "symbols": ["C", "C", "N", "C", "C", "N", "C", "C", "H", "H", "H", "H", "H", "H", "H", "H", "H", "H", "H", "C", "N", "C", "C", "C", "C", "O", "H", "H", "H", "H", "H", "H", "H", "H", "H", "H", "H", "H", "H", "H", "C", "N", "C", "C", "C", "C", "O", "H", "H", "H", "H", "H", "H", "H", "H", "H", "H", "H", "H", "H", "H", "C", "N", "C", "C", "C", "C", "O", "H", "H", "H", "H", "H", "H", "H", "H", "H", "H", "H", "H", "H", "H", "C", "N", "C", "C", "C", "C", "O", "H", "H", "H", "H", "H", "H", "H", "H", "H", "H", "H", "H", "H", "H", "Br"], "coordinates": [[0.09916, -5.11627, 6.30522], [0.97052, -5.54552, 5.15282], [0.95997, -4.57082, 4.03802], [-0.05759, -3.72917, 3.68270], [0.32982, -3.05310, 2.57428], [1.61364, -3.47195, 2.30356], [1.94731, -4.41569, 3.16632], [2.40468, -3.04549, 1.14206], [-0.96255, -5.11104, 6.07175], [0.44785, -4.17081, 6.72463], [0.21927, -5.83352, 7.11888], [0.63703, -6.50222, 4.74525], [2.00315, -5.70840, 5.45488], [-0.93797, -3.64779, 4.29334], [-0.13937, -2.27867, 1.98549], [2.89538, -4.92280, 3.24090], [3.12541, -2.29062, 1.45027], [1.71379, -2.63799, 0.40814], [2.93354, -3.89812, 0.72771], [-2.37457, 2.52716, -1.22593], [-3.70382, 2.54547, -1.87977], [-3.57202, 2.74962, -3.35355], [-4.31586, 1.17844, -1.65963], [-4.64558, 3.55112, -1.26286], [-4.31812, 4.98714, -1.59188], [-4.91404, 5.28704, -2.84374], [-2.47450, 2.24395, -0.18059], [-1.86594, 3.47572, -1.39109], [-1.77267, 1.74516, -1.69167], [-4.57314, 2.76970, -3.77584], [-2.97925, 1.95401, -3.79480], [-3.11275, 3.71728, -3.54065], [-4.57790, 1.08217, -0.60957], [-3.54625, 0.43111, -1.86049], [-5.12845, 1.03466, -2.36288], [-4.62194, 3.36618, -0.18916], [-5.63223, 3.30924, -1.65453], [-3.23126, 5.12895, -1.69310], [-4.64690, 5.65752, -0.79860], [-5.20851, 6.20376, -2.86157], [-4.14972, 0.91227, 4.95165], [-2.76589, 1.11905, 4.38283], [-2.78786, 2.31739, 3.49806], [-1.84917, 1.39720, 5.53518], [-2.25370, -0.15030, 3.72532], [-3.08951, -0.65791, 2.55142], [-3.19942, 0.21604, 1.45566], [-4.37133, 1.81034, 5.52349], [-4.11010, 0.09326, 5.66607], [-4.83722, 0.73780, 4.13552], [-3.55137, 2.19600, 2.74344], [-1.80840, 2.39670, 3.02534], [-2.93204, 3.19464, 4.12330], [-0.83004, 1.50889, 5.17567], [-1.93353, 0.63296, 6.30182], [-2.15425, 2.34315, 5.98381], [-2.37257, -0.87193, 4.53429], [-1.21864, 0.00999, 3.43137], [-4.08295, -0.89741, 2.93819], [-2.69575, -1.61785, 2.20248], [-2.50935, -0.00719, 0.79854], [3.63525, 1.60915, -0.62457], [2.46759, 2.50183, -0.86041], [1.65944, 1.91523, -1.97880], [1.65351, 2.59525, 0.37409], [2.92841, 3.87787, -1.32874], [3.66210, 4.74168, -0.33735], [4.92364, 4.11399, -0.09049], [3.27078, 0.62337, -0.34792], [4.25864, 2.03712, 0.15685], [4.25317, 1.58221, -1.51870], [2.31586, 1.77832, -2.83074], [0.79554, 2.53723, -2.19181], [1.29997, 0.93830, -1.63067], [1.40231, 1.57639, 0.67060], [0.72276, 3.12223, 0.17863], [2.25819, 3.08387, 1.12807], [2.00284, 4.39018, -1.60020], [3.54048, 3.74119, -2.21674], [3.14654, 4.90495, 0.60902], [3.79772, 5.69729, -0.85117], [5.51378, 4.73463, 0.35092], [4.10814, -4.21966, -5.73801], [3.43379, -3.11229, -4.98117], [4.32113, -2.69884, -3.86429], [3.19737, -1.98371, -5.92099], [2.13074, -3.65095, -4.46539], [1.17307, -2.72222, -3.76008], [1.64765, -2.32182, -2.47763], [4.14470, -5.08736, -5.07993], [5.08993, -3.92409, -6.08877], [3.47112, -4.50972, -6.57239], [3.88821, -1.83596, -3.36930], [5.27901, -2.38809, -4.28220], [4.46604, -3.54518, -3.20250], [2.74369, -1.17458, -5.35985], [2.59449, -2.33013, -6.75584], [4.15697, -1.69021, -6.34374], [2.35622, -4.50179, -3.82300], [1.61498, -4.05527, -5.33872], [0.29005, -3.35868, -3.61856], [0.82862, -1.87936, -4.36511], [0.91842, -1.83013, -2.05298], [-0.84737, -0.96071, -0.64720]]}

***

[2]
{"formula": "H20O10", "method": "wB97M-V/def2-TZVPD", "orbital_gap_ev": 11.1, "smiles": "O.O.O.O.O.O.O.O.O.O", "multiplicity": 1, "symbols": ["O", "H", "H", "O", "H", "H", "O", "H", "H", "O", "H", "H", "O", "H", "H", "O", "H", "H", "O", "H", "H", "O", "H", "H", "O", "H", "H", "O", "H", "H"], "coordinates": [[-3.52770, 0.99927, -0.98283], [-4.45938, 1.12109, -0.92030], [-3.06873, 1.74068, -0.57771], [1.05170, 0.01345, 0.71531], [0.41045, -0.37570, 0.12646], [0.42360, 0.60843, 1.16994], [0.42071, -1.72986, -1.60266], [-0.17012, -1.33855, -0.96781], [0.64013, -2.56700, -1.19155], [-1.24372, 2.09307, 3.63852], [-1.31773, 1.53292, 2.87787], [-0.31631, 2.23127, 3.81796], [1.68891, 1.13437, -1.64837], [2.05843, 1.77431, -1.04398], [1.71464, 0.23800, -1.22548], [0.62557, -3.51379, 0.91675], [1.56625, -3.67151, 1.03283], [0.23939, -3.30662, 1.78829], [4.19823, -0.45824, -1.22296], [3.34372, -0.35659, -1.63829], [4.36671, 0.20756, -0.57288], [-1.59029, -2.01356, 2.23386], [-2.45711, -1.75022, 2.57459], [-1.79378, -2.46872, 1.39717], [-0.20360, 2.92359, -0.24889], [0.49373, 3.00643, -0.90759], [-0.61524, 2.21787, -0.83234], [-0.83609, 0.75859, -1.95275], [-0.05738, 0.75266, -2.52008], [-1.58499, 0.19681, -2.23309]]}

***

[3]
{"formula": "C39H39INO4", "method": "wB97M-V/def2-TZVPD", "charge": 1, "orbital_gap_ev": 7.9, "multiplicity": 1, "symbols": ["C", "C", "C", "C", "C", "C", "C", "C", "C", "C", "C", "I", "N", "H", "H", "H", "H", "H", "H", "H", "H", "H", "H", "H", "H", "H", "H", "H", "H", "H", "H", "H", "H", "H", "H", "H", "C", "C", "C", "C", "C", "C", "C", "O", "C", "C", "C", "C", "C", "C", "C", "O", "H", "H", "H", "H", "H", "H", "H", "H", "C", "C", "C", "C", "C", "C", "C", "O", "C", "C", "C", "C", "C", "C", "C", "O", "H", "H", "H", "H", "H", "H", "H", "H"], "coordinates": [[3.52081, -1.37811, 2.80182], [3.69605, 0.13767, 2.58045], [4.57883, 0.44028, 1.36685], [2.37751, 0.91920, 2.58911], [1.64650, 0.96096, 1.25522], [1.43692, -0.35228, 0.54529], [0.34490, -0.10655, -0.49347], [-0.57142, 0.92494, 0.19872], [-2.00827, 0.42110, 0.43859], [-2.60710, 0.61291, 1.84700], [-2.61010, -0.67475, 2.67681], [-1.10000, -0.60167, 4.21745], [0.20344, 1.43149, 1.39754], [3.66300, -1.93499, 1.87780], [4.22701, -1.74174, 3.54059], [2.51834, -1.59953, 3.16451], [4.25033, 0.50401, 3.44305], [4.55171, 1.49397, 1.09397], [5.61258, 0.22708, 1.63297], [4.35519, -0.18985, 0.50996], [1.70150, 0.50024, 3.33638], [2.59774, 1.94340, 2.89218], [2.10821, 1.73535, 0.64404], [2.33518, -0.86889, 0.23362], [0.99623, -1.01330, 1.30355], [-0.07589, -1.09082, -0.68126], [0.76639, 0.24098, -1.43258], [-0.61147, 1.76459, -0.48887], [-2.65844, 0.93802, -0.26055], [-2.05335, -0.63180, 0.17731], [-2.15013, 1.42531, 2.40425], [-3.64670, 0.90818, 1.71716], [-3.55539, -0.85307, 3.16985], [-2.33692, -1.53070, 2.07264], [-0.15086, 1.15797, 2.32166], [0.19558, 2.45231, 1.32592], [0.22723, -4.77162, -1.15762], [-0.12900, -4.45752, 0.15070], [-1.36377, -4.83746, 0.64728], [-2.25590, -5.52313, -0.16644], [-1.90633, -5.82357, -1.48248], [-0.65967, -5.45364, -1.97225], [-2.86197, -6.53011, -2.38894], [-2.55085, -6.79270, -3.52930], [-4.20145, -6.88788, -1.84473], [-5.12479, -7.50245, -2.68013], [-6.37103, -7.85356, -2.19091], [-6.69919, -7.59860, -0.86385], [-5.78525, -6.98231, -0.02697], [-4.53645, -6.61867, -0.51428], [-3.57845, -5.93258, 0.39429], [-3.85551, -5.69951, 1.55179], [1.19754, -4.48361, -1.54102], [0.56393, -3.91911, 0.78646], [-1.64408, -4.60649, 1.66629], [-0.39716, -5.70346, -2.99081], [-4.85911, -7.70057, -3.70899], [-7.09006, -8.32965, -2.84373], [-7.67169, -7.88053, -0.48354], [-6.03157, -6.77796, 1.00547], [2.38437, 3.60364, -4.20977], [2.04754, 2.70417, -3.20070], [1.77836, 3.18394, -1.93273], [1.83024, 4.53600, -1.66387], [2.18025, 5.43581, -2.66411], [2.45272, 4.96398, -3.94230], [2.27764, 6.89507, -2.36449], [2.57456, 7.68829, -3.22689], [1.99993, 7.33332, -0.96300], [2.13036, 8.67707, -0.64531], [1.86593, 9.11254, 0.64281], [1.46251, 8.20964, 1.61958], [1.33314, 6.86662, 1.31237], [1.60723, 6.42058, 0.02490], [1.49067, 4.97665, -0.28351], [1.12602, 4.16173, 0.55659], [2.59506, 3.24218, -5.20699], [1.99936, 1.64338, -3.40998], [1.49648, 2.52539, -1.12387], [2.71597, 5.66719, -4.72001], [2.44031, 9.37403, -1.41116], [1.97280, 10.16051, 0.88757], [1.25173, 8.55575, 2.62226], [1.02350, 6.15733, 2.06672]]}

***

[4]
{"formula": "C4H8N2O2", "method": "wB97M-V/def2-TZVPD", "orbital_gap_ev": 9.7, "multiplicity": 1, "symbols": ["C", "C", "C", "C", "H", "H", "H", "H", "H", "H", "H", "H", "N", "N", "O", "O"], "coordinates": [[-1.26043, -0.76764, -0.28798], [0.74380, 0.64158, 0.22936], [1.50233, -0.29862, 1.01898], [1.73842, 0.16097, -0.89260], [-4.01683, 0.36329, 0.05313], [-0.69962, -1.52307, -0.55173], [-1.39702, 1.16215, -0.20836], [0.73152, 1.66407, 0.56477], [0.96703, -1.16434, 1.17375], [1.83893, -0.00575, 1.98060], [2.37009, 0.85382, -1.43954], [1.24499, -0.50445, -1.68803], [-2.53055, -0.92908, -0.10642], [-0.67121, 0.52189, -0.20581], [-3.05925, 0.37928, 0.30168], [2.49780, -0.55411, 0.05821]]}

***

[5]
{"formula": "C4H9NO", "method": "wB97M-V/def2-TZVPD", "orbital_gap_ev": [8.4, 8.4], "smiles": "C=C(C)N=O.C", "multiplicity": 1, "symbols": ["C", "C", "C", "N", "O", "H", "H", "H", "H", "H", "C", "H", "H", "H", "H"], "coordinates": [[0.15530, -0.23718, -1.08860], [-0.92073, -0.18731, -0.28997], [-1.63861, -1.38925, 0.24038], [-1.41150, 1.06503, 0.19534], [-0.71523, 2.02484, -0.09684], [0.48252, 0.62668, -1.65412], [0.73276, -1.14943, -1.20226], [-1.93935, -1.26975, 1.28366], [-2.54508, -1.56340, -0.35220], [-1.00634, -2.27586, 0.14433], [1.81456, 0.86487, 0.51068], [2.32785, 1.71646, 0.93686], [1.55437, 0.12818, 1.27695], [2.45460, 0.38517, -0.23882], [0.90607, 1.33522, 0.11081]]}